[1]
Computed, not measured: a cluster of 10 separate species, C47H119N9O10 in total in a non-equilibrium geometry, with ωB97M-V/def2-TZVPD.

Geometry as XYZ:
```
185
Properties=species:S:1:pos:R:3:forces:R:3
O -2.23341 37.05633 -12.96958 -1.6 1.8 -1.0
O 0.79221 30.89486 -12.71116 0.4 0.9 0.8
O -2.73321 23.80663 -16.43333 -0.8 0.6 1.3
O -6.70536 26.26733 -14.53622 0.9 0.8 0.4
O -10.25743 35.49586 -18.33138 0.4 -1.0 -1.6
O -7.48855 34.77119 -13.43587 -1.1 -0.1 0.1
O 1.16125 30.12444 -15.19543 0.2 -1.1 -0.2
O -6.22126 27.89780 -10.24330 -0.4 -0.3 -0.6
O -3.94839 31.18344 -16.46011 0.3 1.0 0.7
O -3.54879 33.69121 -20.06066 -1.4 -2.4 -0.6
N -8.12608 34.02218 -12.41773 0.4 -0.6 1.7
N -7.06493 34.55244 -16.63387 0.3 0.0 -1.1
N -0.45901 31.47375 -12.52623 -3.0 -1.0 -0.7
N -4.81500 35.96663 -13.89076 0.0 -1.1 -2.3
N -2.15941 27.24289 -17.77781 -2.1 0.6 -0.7
N -6.32684 25.42737 -8.64262 -1.6 -1.3 -0.2
N -6.64457 28.88983 -15.34699 -0.3 0.8 -0.2
N 3.68247 29.08614 -14.00237 -0.7 -1.9 -0.4
N -3.55705 36.14385 -17.15264 1.0 -0.6 0.7
C -8.93245 32.24045 -14.13819 0.9 0.5 1.2
C -3.75175 32.13271 -15.36699 0.2 -1.0 -0.1
C -5.06966 27.18013 -9.79383 -1.2 1.0 0.9
C -8.13129 32.56666 -12.76919 0.5 -0.1 -0.2
C -3.16393 25.10992 -17.01808 2.0 -1.5 1.1
C -4.21912 28.64442 -14.92324 0.3 -0.1 -2.7
C -5.55299 26.59207 -8.45407 1.8 0.0 -0.9
C -10.38626 34.87549 -12.74694 0.0 0.9 1.0
C -6.60143 32.22232 -12.91263 0.2 0.0 -0.8
C -1.55860 29.18822 -12.44980 2.4 0.2 0.4
C -11.44034 36.20551 -18.15466 -0.9 -0.8 -0.4
C -8.68264 31.69916 -11.57752 -3.0 2.1 -0.1
C 0.46912 33.49332 -11.49689 -1.1 0.8 -1.0
C -0.54217 32.95310 -12.59892 0.0 0.2 1.8
C -4.33498 26.08783 -7.72898 0.3 0.1 2.0
C -7.39827 25.60401 -15.56817 0.1 -1.1 0.8
C -1.99616 33.50775 -12.22129 0.8 0.0 0.9
C -0.15940 33.47364 -13.99940 1.1 -0.2 0.7
C -4.65986 36.76100 -12.74425 1.7 0.2 1.8
C -3.27925 23.46867 -15.10416 -0.1 1.1 -1.3
C -3.11828 34.23562 -18.80743 -0.1 1.1 -1.0
C 0.20005 30.35331 -16.20259 -0.8 0.3 1.9
C -1.35459 30.57096 -11.71208 0.0 1.7 -0.6
C -8.72080 36.08623 -11.10952 0.5 -0.5 -1.4
C -2.75194 31.27002 -11.62979 0.3 -1.3 1.8
C 3.45601 30.41761 -14.44663 -1.3 -0.3 -1.3
C -5.39911 29.61591 -15.23060 0.8 -0.1 2.5
C -1.13058 37.91740 -12.84193 0.5 -0.1 1.5
C -3.85245 35.57161 -18.44102 -2.0 -0.2 -1.1
C -6.13513 28.36258 -11.56498 1.5 0.5 -0.6
C -8.48528 32.98924 -17.96478 -0.8 0.2 0.7
C 2.44453 30.40148 -15.69723 0.5 0.9 2.4
C -9.71655 33.86458 -10.49326 0.4 -1.2 -1.4
C -3.83360 36.78263 -19.38873 1.9 -0.4 0.4
C -10.04101 32.35665 -10.87156 3.0 1.5 0.2
C -0.70069 30.27519 -10.30118 -0.7 0.0 -1.3
C -8.13510 34.47642 -17.66170 0.2 -0.3 -0.1
C -1.13782 26.25221 -15.89436 -0.6 -1.2 -0.1
C -4.06474 32.27473 -19.91815 -0.4 1.5 0.5
C -9.21989 34.75307 -11.72401 -1.3 -1.3 0.2
C -4.58446 35.90747 -11.40040 -0.4 1.4 -0.9
C -2.74479 32.69541 -11.18658 0.2 -0.2 -1.0
C 4.68521 31.03518 -14.92426 1.3 0.8 0.3
C -1.85336 25.91387 -17.21046 0.5 2.3 -0.7
C -5.23854 30.55018 -16.40712 1.1 0.6 0.3
C -3.43508 37.84653 -12.92401 -3.0 -2.6 1.4
C -9.25549 35.46884 -17.35211 -1.0 0.7 0.6
H -3.87777 25.21797 -8.20057 0.3 0.4 -0.6
H -4.86520 36.57150 -10.58288 0.3 0.2 0.2
H -0.57322 28.72589 -12.39175 0.5 0.0 0.0
H -3.32877 31.51887 -19.64405 0.5 0.5 0.2
H -5.42816 30.17500 -14.29536 -0.5 0.7 -0.1
H -9.99468 32.13689 -13.91673 0.0 0.1 -0.2
H -8.75654 33.05058 -14.84589 -0.3 0.2 0.2
H -0.17281 26.74666 -16.00560 0.2 -0.5 -0.3
H -1.66193 29.22667 -13.53421 -0.8 0.5 0.2
H -1.21068 25.44491 -17.95554 0.2 -0.9 0.5
H -8.46045 25.77101 -15.38933 -0.1 -0.3 -0.6
H -8.63332 32.44207 -17.03376 -0.2 0.1 0.3
H -6.43976 33.86058 -17.02194 0.9 0.1 0.2
H -4.24703 28.10676 -15.87100 0.1 -1.4 0.2
H -3.17671 28.94797 -15.01985 -0.2 1.1 0.4
H -9.75262 35.27714 -16.40121 0.2 -0.4 0.5
H 0.89813 33.23603 -14.11457 0.2 -0.1 -0.2
H -11.22827 35.38484 -12.27824 -0.3 -0.1 0.1
H -4.66401 37.43659 -19.12251 -0.5 -0.3 -0.8
H 0.07516 33.30022 -10.49909 0.1 -0.4 0.0
H -4.02244 35.44863 -14.24236 0.6 -0.2 0.7
H -3.70531 38.51595 -13.74068 0.7 -0.4 -0.8
H 4.45092 32.08396 -15.10671 0.6 0.1 -0.3
H -5.86650 32.85289 -12.41229 -0.6 0.4 0.9
H -9.42340 36.60037 -10.45368 -0.2 -0.3 -0.1
H -6.13300 27.34759 -7.92410 0.3 0.0 0.1
H -5.66714 37.17709 -12.76352 0.3 1.3 0.8
H -0.19798 34.56189 -14.04747 -0.3 0.0 0.0
H -4.27993 28.02059 -14.03147 -0.6 0.1 -0.2
H -6.21185 32.37258 -13.91949 -0.5 -0.4 -0.4
H -3.62706 35.44225 -11.16575 -0.2 0.1 -0.3
H -7.94070 31.62193 -10.78275 0.0 -0.3 -0.2
H -0.73279 30.14940 -15.67694 -0.4 -0.3 -0.5
H -3.62745 36.49980 -20.42101 -0.8 0.3 -0.1
H -2.08660 34.50983 -19.02777 0.5 -0.4 0.8
H 0.79931 30.74870 -13.65994 0.4 -0.5 -0.5
H -1.27372 38.39570 -11.87299 0.5 0.2 0.4
H -3.75114 31.59996 -14.41607 -0.5 0.0 0.1
H -4.86429 32.27953 -19.17735 0.2 0.1 0.6
H -10.08499 31.90936 -9.87853 -0.5 -0.6 -0.3
H -2.61511 33.66769 -13.10415 0.0 -0.3 -0.2
H -7.24274 25.59366 -9.03450 0.0 0.2 -0.1
H -3.30211 33.42824 -18.09860 0.6 0.5 0.8
H -2.76462 32.59369 -15.33286 0.2 -0.3 -1.0
H -6.67241 35.06595 -13.02523 0.5 0.1 -0.4
H 2.38920 31.42411 -16.07043 0.4 0.3 -0.3
H 4.15188 28.99859 -13.11237 0.2 0.4 0.1
H -2.35493 32.73511 -10.16945 0.6 0.2 -0.1
H -12.09355 35.83390 -18.94417 -0.2 -0.2 0.0
H -0.65967 33.03103 -14.86076 -0.4 0.0 0.3
H -5.22079 28.95327 -11.62130 0.2 0.5 -0.2
H 3.04761 30.91227 -13.56538 -0.5 1.1 -0.6
H -1.45071 29.60028 -9.88883 0.7 -0.5 0.6
H -10.59069 34.24546 -9.96514 -0.1 0.6 -0.4
H -6.92842 29.00430 -11.94838 -0.5 -0.2 0.8
H -5.38301 29.99121 -17.33166 0.3 0.0 -0.2
H -4.60471 25.64779 -6.76893 -0.5 0.1 0.1
H -7.09728 24.56560 -15.42962 -0.7 -0.4 -0.5
H -6.89460 28.77077 -16.31828 0.0 -0.3 0.0
H -5.96759 31.36040 -16.39616 -0.5 -0.1 0.2
H 0.29380 29.88513 -10.51787 -0.3 -0.8 0.1
H -5.40710 35.19238 -11.39599 0.2 -0.4 -0.2
H -4.92335 35.36864 -18.44877 -0.3 -1.0 0.0
H -6.60403 28.00608 -14.85970 -0.1 0.0 -0.2
H 5.42847 30.94840 -14.13172 0.3 0.3 0.0
H -2.80958 27.18347 -18.54843 -0.4 -0.3 -0.1
H -2.99269 37.39453 -19.06231 0.5 0.0 -0.2
H -3.58381 24.36392 -14.56207 0.2 0.3 -0.1
H -3.62762 24.78832 -17.95064 -0.2 0.7 -0.1
H -3.36208 31.06848 -12.51026 0.1 0.0 0.0
H -7.78824 35.90041 -10.57666 -0.1 -0.1 0.2
H -7.67401 32.43756 -18.43973 0.2 0.4 -0.3
H -10.70302 33.88605 -13.07677 0.0 0.2 0.0
H -7.24144 34.18913 -15.70815 -0.9 0.2 0.3
H -3.79593 25.66841 -16.32760 -0.4 -0.1 -0.2
H -11.46595 37.27432 -18.36697 0.8 0.4 0.6
H -10.98807 32.29656 -11.40782 0.3 -0.4 -0.2
H -8.93591 33.82381 -9.73362 0.3 0.1 -0.1
H -1.71413 26.94853 -15.28516 -0.4 -0.1 -0.1
H -3.62976 38.47104 -12.05213 1.2 0.2 0.6
H -5.82083 24.83840 -9.28852 -0.2 -0.4 0.0
H -2.54912 22.97054 -14.46628 0.1 -0.2 -0.5
H -6.70354 25.74772 -13.72899 -0.2 -0.1 -0.1
H -6.34673 31.21090 -12.59600 -0.3 -0.2 -0.2
H -0.99608 38.75781 -13.52290 -0.3 -0.4 -0.8
H -3.66474 35.43041 -16.44588 -0.2 0.0 0.3
H 2.65867 29.72834 -16.52737 0.6 -0.2 0.2
H -8.91634 36.50386 -17.30955 0.9 0.0 0.4
H 5.08534 30.49959 -15.78515 -0.1 0.2 -0.2
H -2.11811 28.38619 -11.96836 -0.9 0.6 0.1
H 0.44483 34.58016 -11.57623 0.4 0.2 0.0
H 2.72736 28.81425 -13.81815 -0.1 -1.1 0.3
H -3.18978 30.81744 -10.74010 -0.6 -1.0 -0.3
H -9.39813 32.83442 -18.53995 0.1 0.3 -0.2
H -5.97578 27.60547 -12.33275 -0.2 -0.7 0.2
H -11.92950 35.93328 -17.21939 0.0 0.4 0.4
H -8.45591 36.73626 -11.94342 -0.1 0.3 0.1
H -4.62313 31.84181 -20.74814 0.5 0.9 -0.9
H -8.60117 31.35718 -14.68426 0.2 -0.4 0.5
H -4.72112 26.41843 -10.49127 -0.3 -0.3 -0.2
H -7.65209 34.85408 -18.56290 0.0 0.1 -0.2
H 1.49123 33.13595 -11.62206 -0.2 -0.2 0.0
H 0.20286 31.43941 -16.29464 -0.1 0.0 -1.3
H -1.48651 27.89392 -18.15658 1.0 -0.6 0.6
H 0.34937 29.69253 -17.05651 0.0 0.5 -0.3
H -4.27542 36.84108 -17.01874 0.0 0.1 0.5
H -3.75241 33.09566 -11.07433 -0.2 -0.1 -0.2
H -4.45965 32.96135 -15.34854 -0.5 -0.1 -0.2
H -7.05695 25.87703 -16.56670 -0.1 0.5 0.3
H -0.47386 31.05639 -9.57565 -0.7 0.6 -0.4
H -0.25153 37.27454 -12.79588 0.1 0.2 -0.2
H -9.10742 30.76354 -11.94123 0.9 -0.3 -0.1
H -4.21764 27.83768 -9.62120 0.1 0.5 -0.1
H -4.90639 36.67585 -14.60403 -0.6 -0.3 -0.8
H -4.20110 22.89858 -15.21947 0.2 -0.4 -0.1
H -1.99022 34.46257 -11.69555 1.1 0.6 -0.8
H -3.63899 26.87294 -7.43352 0.4 -0.1 -0.6
H -10.12130 35.51543 -13.58859 0.3 -0.3 -0.2
H -1.09921 25.27976 -15.40350 0.7 0.2 0.6
```
Positions in Å, forces in eV/Å.

E = -84541.5904 eV
charge = 0
Kohn-Sham gap = 0.2845 Ha
lowest unoccupied orbital energy = 0.0073 Ha
HOMO energy = -7.5 eV
ΔE to the lowest compared entry with this formula, charge and spin = 503.9 kJ/mol
SMILES = CC1(C)CCCC(C)(C)N1O.CC1(C)CCCC(C)(C)N1O.COC[C@H](C)N.COC[C@H](C)N.COC[C@H](C)N.COC[C@H](C)N.COC[C@H](C)N.COC[C@H](C)N.COC[C@H](C)N.CO

Atom charges from the Löwdin analysis, given in e for atoms 1 to 8:
1 O -0.18
2 O -0.04
3 O -0.22
4 O -0.17
5 O -0.20
6 O -0.04
7 O -0.26
8 O -0.18


[2]
Computed, not measured: an isolated molecule of C6H10O in a non-equilibrium geometry, with ωB97M-V/def2-TZVPD.

Geometry as XYZ:
```
17
Properties=species:S:1:pos:R:3:forces:R:3
O -1.43164 0.74401 -0.54238 -0.6 0.7 -1.3
C -2.19711 1.12089 1.66051 0.3 0.3 -0.3
C -0.03220 -0.13871 0.94057 0.5 0.2 -1.7
C 0.41472 -0.79323 -0.19793 -0.7 0.3 1.5
C -1.27135 0.62074 0.81357 -2.4 0.4 -0.8
C 1.88531 -1.16852 -0.40510 -0.4 2.2 1.0
C 2.27995 -0.51245 -1.72647 3.2 -1.8 0.0
H 0.51962 0.32209 1.76589 0.7 -1.2 -0.2
H 1.57708 0.17892 -2.14282 -0.4 0.0 -0.4
H -0.36567 -0.98422 -1.12914 2.4 0.4 2.8
H 2.68254 -0.80293 0.31704 -1.8 0.0 0.1
H -3.07073 1.73917 1.43306 0.4 -0.3 -1.0
H 3.27844 -0.02166 -1.56254 -1.1 0.1 -0.3
H 2.59995 -1.38672 -2.33470 -0.8 0.9 -0.7
H 2.02096 -2.20824 -0.33281 0.0 -1.6 -0.7
H -2.18570 1.08034 2.71517 0.8 -0.7 1.0
H -2.07926 1.35886 -0.90102 -0.4 0.0 0.8
```
Positions in Å, forces in eV/Å.

E = -8428.5290 eV
charge = 0
Kohn-Sham gap = 0.3403 Ha
lowest unoccupied orbital energy = 0.0335 Ha
HOMO energy = -8.3 eV
ΔE to the lowest compared entry with this formula, charge and spin = 261.6 kJ/mol
SMILES = C=C(O)/C=C/CC

Atom charges from the Löwdin analysis, given in e for atoms 1 to 8:
1 O -0.04
2 C 0.05
3 C -0.05
4 C -0.07
5 C -0.42
6 C -0.27
7 C -0.12
8 H 0.12


[3]
Computed, not measured: the ion C8H11N2O with charge +1 in a non-equilibrium geometry, with ωB97M-V/def2-TZVPD.

Geometry as XYZ:
```
22
Properties=species:S:1:pos:R:3:forces:R:3
O -1.25919 0.46569 1.28167 -2.6 1.0 -0.7
N 2.54504 -0.45300 -0.53907 1.8 0.4 -0.3
N 0.38104 -0.83065 0.25507 0.4 -0.9 0.0
C 2.95442 0.67143 0.17088 -0.6 0.4 0.0
C -0.65921 0.90048 -0.88234 1.5 1.6 -2.4
C -0.64422 -1.85797 0.28257 -3.3 2.6 1.0
C 1.45816 -1.18449 -0.34674 -0.1 -0.6 -1.1
C -0.15380 0.57921 0.49277 -0.8 0.0 -0.3
C -2.48186 0.75261 0.41532 0.7 -0.4 1.6
C -1.98341 0.97790 -0.93384 0.8 -0.2 -0.3
C 3.16314 1.69311 0.78353 -0.1 0.6 0.5
H -0.33894 -2.82196 0.08000 1.1 -1.8 -0.3
H 0.48230 1.26808 1.04111 1.0 -0.4 -0.7
H -1.06884 -1.74483 1.28732 0.0 -0.8 -0.2
H 3.17378 -0.88550 -1.23712 -0.1 0.8 0.8
H 1.44382 -2.16314 -0.91191 0.2 1.1 1.0
H 0.08025 1.06401 -1.74370 -1.3 -0.3 1.3
H 3.29979 2.64892 1.38812 -0.1 -2.0 -1.3
H -3.08042 -0.09327 0.52641 -1.0 -1.9 -0.2
H -2.64854 1.10842 -1.79562 0.5 0.1 0.4
H -1.50846 -1.59744 -0.40403 1.2 -0.2 0.5
H -3.15482 1.50239 0.78959 0.5 1.0 0.6
```
Positions in Å, forces in eV/Å.

E = -13491.2756 eV
charge = +1
Kohn-Sham gap = 0.3624 Ha
lowest unoccupied orbital energy = -0.1342 Ha
HOMO energy = -13.5 eV
ΔE to the lowest compared entry with this formula, charge and spin = 491.8 kJ/mol
SMILES = C#C/[NH+]=C\N(C)[C@H]1C=CCO1

Atom charges from the Löwdin analysis, given in e for atoms 1 to 8:
1 O -0.06
2 N 0.09
3 N -0.01
4 C -0.13
5 C -0.02
6 C 0.01
7 C -0.09
8 C -0.29